# 1
Molecular formula: C34H70O16
Method: DFT, ωB97M-V with the def2-TZVPD basis set

Element x y z (Å)
C  -5.3396  10.3965  3.4693
H  0.0249  6.2000  -3.9901
H  -0.6909  9.5774  -0.2858
O  -4.2388  10.3968  2.5714
C  -1.1818  9.1336  2.7004
C  0.4305  -3.5181  -0.3050
H  -1.4670  5.2126  -2.5507
C  -4.2193  -2.9030  6.1080
H  11.7016  -2.1288  -1.1093
H  -4.5682  10.7031  1.7169
H  -4.2036  -2.3628  -1.9245
H  -1.8966  2.6626  -1.6479
H  1.8889  9.3815  -1.4549
O  -0.9862  -8.2198  2.3216
H  10.1713  -2.2151  -2.0164
C  1.9407  -0.5649  -1.1310
O  -8.6030  -0.1264  -2.0471
H  1.5227  9.3737  0.2882
H  0.9494  3.1340  -2.0286
H  1.7911  1.6239  -2.6916
C  -2.9604  -1.2442  1.3983
C  0.0798  -2.3829  0.7895
H  6.2747  -1.6195  2.1256
C  10.7325  -2.6293  -1.1780
O  2.7600  0.5412  -0.6603
H  -6.1155  9.7207  3.1011
H  -0.5193  9.3812  3.5337
H  -7.1964  0.1005  -0.5558
O  -4.3889  -2.9618  -2.6595
C  5.9698  -1.0289  1.1934
C  4.0770  0.1232  -0.3152
H  -2.0049  -6.5836  1.6215
O  1.7695  -6.6482  5.0652
H  3.1436  -6.2556  1.2088
C  -5.4394  -3.8254  -2.2423
O  1.1646  -4.5628  0.3941
C  -0.4913  -1.0324  0.1475
H  -5.6723  -4.5161  -3.0534
C  6.7124  0.2151  -1.0430
H  -0.6456  -2.8780  1.5324
C  2.5670  -4.2238  0.5204
H  -8.9122  0.7792  -1.9206
H  -4.9936  -3.5808  5.7397
O  9.9959  -2.4142  0.0175
H  6.9730  -2.2098  -4.6823
H  -0.7607  8.2975  2.1407
C  0.4094  -0.1459  -0.7973
H  8.2276  -0.8220  0.4016
O  -0.5468  4.9323  -2.4651
C  1.1987  9.7388  -0.6898
O  8.4422  -0.9432  -3.9770
C  5.2236  0.5558  -1.2869
H  -6.8740  -1.1864  -1.7445
O  -1.2998  10.2535  1.8370
H  8.5858  -2.9489  -4.4434
H  -2.3828  -8.1206  0.8053
C  -3.8730  -0.2497  2.2870
H  -3.0029  -7.8011  2.4538
C  7.8592  -2.2369  -4.0434
H  2.2330  -1.4870  -0.5188
C  -0.1028  1.1620  -1.4515
H  -5.3350  -2.6679  -4.5368
C  -2.4572  0.8561  -0.2135
H  -6.6508  0.5177  -2.2097
O  -3.0873  -2.4954  1.4508
H  -5.7406  11.4089  3.5619
C  0.7693  2.0784  -2.4567
H  -4.6242  -1.8920  6.2052
H  -5.7014  -2.1010  -7.2932
O  -3.1216  -2.8955  5.2080
H  -4.9696  -3.5759  -6.6140
H  8.6892  -0.6950  -4.8768
C  0.5891  -6.0837  4.5104
H  -2.1690  8.8558  3.0771
H  4.9632  1.1532  -2.2277
H  3.6674  -0.9755  1.6856
C  -3.9460  1.3310  0.1903
H  -1.6741  10.9753  2.3580
C  -2.1648  -7.6521  1.7684
H  -3.4549  -2.5880  4.3548
H  -6.3277  -3.2359  -2.0041
C  -5.1298  -2.5057  -6.4573
H  0.0838  6.8947  -2.3414
C  4.4853  -0.6773  0.9425
H  -3.8727  -3.2474  7.0826
C  7.1029  -0.5986  0.2251
O  -4.7199  1.8998  -0.6209
H  10.5129  -2.7893  0.7416
C  3.1730  -5.2082  1.6645
H  -4.1680  -1.9899  -6.3940
H  0.9964  -2.0786  1.4288
C  0.2622  5.9996  -2.9422
H  1.3110  5.7124  -2.8582
H  0.9739  -3.1246  -1.2290
H  0.3744  -6.5555  3.5492
O  -5.8622  -2.3012  -5.2604
H  -0.2481  -6.2350  5.1966
H  1.1880  10.8316  -0.6945
H  2.7727  -3.1502  0.8557
H  -4.9969  10.0538  4.4460
H  4.2344  -4.8466  1.9192
H  -0.5445  -4.0178  -0.6753
H  0.7448  -5.0144  4.3616
C  -1.9256  -0.4881  0.4203
H  1.6044  -7.5915  5.1860
H  2.0533  -0.7487  -2.2560
H  7.4943  0.5986  -1.7964
H  7.5693  -2.5439  -3.0380
H  0.2178  2.2456  -3.4535
C  -7.2517  -0.1723  -1.6130
H  3.1230  -4.3806  -0.4780
H  2.4962  -5.1664  2.6076
H  -4.1346  -0.5040  3.3792
C  -4.3624  0.9649  1.7093
H  10.8769  -3.7014  -1.3340
O  -0.1000  9.2461  -0.9784
C  -1.5559  1.6859  -1.1566
H  -5.0018  1.7221  2.2674
H  -1.1534  -9.1631  2.4415
H  -5.1204  -4.3925  -1.3644

Output
LUMO level = -1.15 eV
Spin multiplicity = 1
HOMO energy = -8.43 eV

Atomic partial charges in e from the Löwdin method, atoms 1 to 99: C -0.15; H 0.08; H 0.05; O -0.14; C -0.15; C -0.18; H 0.08; C -0.16; H 0.08; H 0.09; H 0.08; H 0.11; H 0.08; O -0.14; H 0.07; C -0.14; O -0.12; H 0.07; H 0.08; H 0.07; C -0.27; C -0.12; H 0.09; C -0.15; O -0.14; H 0.08; H 0.08; H 0.07; O -0.13; C -0.07; C -0.21; H 0.08; O -0.13; H 0.08; C -0.14; O -0.20; C -0.03; H 0.09; C -0.06; H 0.12; C -0.27; H 0.08; H 0.08; O -0.14; H 0.08; H 0.08; C -0.02; H 0.08; O -0.16; C -0.16; O -0.14; C 0.00; H 0.05; O -0.14; H 0.08; H 0.08; C 0.02; H 0.08; C -0.16; H 0.09; C -0.10; H 0.03; C -0.04; H 0.08; O 0.02; H 0.08; C -0.07; H 0.07; H 0.08; O -0.13; H 0.07; H 0.08; C -0.17; H 0.07; H 0.10; H 0.10; C -0.28; H 0.07; C -0.15; H 0.04; H 0.07; C -0.16; H 0.06; C -0.02; H 0.08; C -0.06; O 0.03; H 0.08; C -0.06; H 0.08; H 0.12; C -0.14; H 0.08; H 0.12; H 0.06; O -0.13; H 0.08; H 0.08; H 0.08



# 2
Molecular formula: C34H71Br2N2NbO12PS4
Method: DFT, ωB97M-V with the def2-TZVPD basis set

Element x y z (Å)
C  1.2020  1.9965  -1.6488
H  1.2078  -5.7685  1.0482
H  4.6348  0.3459  -6.8096
H  6.0350  -1.7685  3.1752
S  -0.1854  -5.1507  3.5364
H  0.1008  2.7841  4.3752
H  1.8074  3.9784  -1.2079
H  2.4080  2.7868  -0.0235
S  6.0938  -3.5663  1.6282
C  -1.7810  -0.4308  1.9872
H  6.2127  0.8256  -3.1837
C  5.7803  -1.7183  -0.2002
H  3.6876  -1.4669  -1.5746
C  -1.5960  -1.2861  -1.2890
H  7.6732  -2.7740  0.0685
O  4.1539  3.4925  -3.5255
H  -10.0054  4.6039  -1.8486
C  -2.5401  -3.1664  0.1682
H  3.6108  2.3900  -5.8652
O  0.4958  2.3302  -2.5802
H  -2.0136  -3.1637  1.1056
H  6.1791  -1.1199  -1.0181
C  2.1931  2.9717  -1.0682
H  1.9355  -1.8255  -1.7239
H  -4.4210  -1.8157  4.7057
H  6.4133  -3.7713  -0.7124
H  -2.7486  -1.9055  4.1304
O  -6.0399  5.7366  0.1409
H  -0.9597  1.4276  3.9578
C  4.6935  2.2755  -5.8150
H  -4.2619  0.6452  -1.2273
C  -7.1044  3.3756  -0.4724
H  -2.7456  1.4061  2.4370
C  -1.5574  -2.7519  -0.9205
C  5.8160  -0.9595  1.1349
H  -8.5265  6.1914  -0.6588
H  -3.3433  4.4245  0.1209
C  -3.7788  -0.0697  3.5893
H  3.1869  -5.2777  2.3811
C  2.7023  -1.0637  -1.7997
H  0.8071  0.7619  2.7276
H  1.2997  -2.1463  0.0384
C  -4.1165  1.2347  -2.1326
C  -2.7141  1.8591  -2.2024
H  -0.7650  -6.8487  1.9814
H  -2.0509  4.6085  1.3322
O  6.5479  3.2115  -4.1933
O  -5.7011  4.8409  -2.1699
H  -2.0823  1.3014  -2.8892
C  5.1914  1.0457  -3.4886
C  0.0870  -6.6777  2.6357
C  5.5162  -1.9764  2.2427
H  1.8296  -7.3519  1.5122
C  1.5296  -4.6234  3.5750
H  3.6305  0.0381  -4.5970
H  -9.0026  2.3951  -0.8667
H  -9.1053  3.7366  0.2664
H  -3.4116  -2.5176  0.2112
C  -0.6922  2.4482  3.6952
H  -1.5701  3.0704  3.8832
C  -8.9415  4.3771  -1.7908
H  -2.1481  5.7345  -0.0104
H  -1.3605  4.1236  -1.5861
H  2.7009  -6.4395  3.6330
H  6.1967  0.7557  -6.0979
H  6.8070  -0.5261  1.2846
C  2.4260  0.1183  -0.9038
H  -6.7922  3.2239  0.5576
H  -4.8241  0.2418  3.5056
C  -3.7508  -1.5640  3.8836
O  4.9452  -4.4184  1.4543
N  -0.3165  2.5096  2.2885
C  -8.6266  3.3944  -0.6532
S  -6.5202  4.9969  -0.9960
C  4.7166  0.1418  -4.6336
C  0.9004  -1.5746  0.8741
H  -2.8564  -4.1885  -0.0045
H  -1.1183  -0.3221  2.8549
H  1.8156  -4.4474  4.6090
C  5.1156  0.8172  -5.9536
C  -2.3023  4.6932  0.2767
H  -3.7567  0.3270  1.4701
H  -4.3058  0.6040  -3.0004
C  -8.1215  5.6297  -1.5001
C  -1.3598  3.7993  -0.5480
Nb  -0.4495  0.1702  0.2573
H  -0.5551  -3.0964  -0.6999
H  5.0948  -0.1428  1.1548
H  -6.6216  2.6418  -1.1132
H  4.7506  -1.9863  -0.4495
H  -3.3694  0.4814  4.4406
H  -2.0079  -1.4763  1.9557
C  1.4001  -6.4282  1.8975
O  7.2310  -4.0235  2.3860
P  -1.9067  2.0417  -0.5589
H  2.6671  -0.7104  -2.8321
H  4.5368  1.0237  -2.6190
O  -0.8638  -4.2219  2.6703
H  -2.6425  -1.0152  -1.4123
O  1.9783  -1.1630  1.6978
H  3.1311  2.9112  -1.6074
C  2.3397  -5.7264  2.8884
Br  -0.7344  -1.0545  -3.0560
H  -4.8724  2.0199  -2.1326
Br  -2.0507  -4.0657  -2.4573
H  0.2113  3.3651  2.1573
O  3.2912  0.5566  -0.1648
O  3.0687  -2.1281  1.5916
H  5.1777  2.9550  -6.5122
H  -2.8052  2.8586  -2.6276
N  1.1427  0.6728  -1.1249
C  0.5825  1.3926  1.8656
C  -3.0464  0.3677  2.3002
O  -0.6801  -5.4332  4.8611
H  -4.0703  -2.1318  3.0072
C  6.6052  -2.9847  0.0133
H  0.2629  -2.2744  1.4316
H  1.5678  -3.6889  3.0147
S  5.1914  2.7202  -4.1525
H  -0.3527  3.8833  -0.1503
H  5.1443  -0.8556  -4.5418
H  4.4454  -2.0762  2.4224
H  1.5431  1.7725  1.5188
H  3.7487  -1.4900  1.3215
H  0.1668  -7.4785  3.3706
H  -8.6362  3.9496  -2.7479
H  -7.9788  6.2840  -2.3567

Output
Energy relative to the best compared isomer or geometry (same formula, charge and spin) = 0.0 kJ/mol
LUMO level = 1.86 eV
Spin multiplicity = 1
HOMO energy = -4.66 eV
Total charge = -1

Atomic partial charges in e from the Löwdin method, atoms 1 to 99: C -0.56; H 0.12; H 0.11; H 0.11; S 0.67; H 0.07; H 0.09; H 0.06; S 0.68; C -0.34; H 0.10; C -0.22; H 0.05; C -0.77; H 0.10; O -0.31; H 0.11; C -0.19; H 0.11; O 0.02; H 0.01; H 0.11; C -0.01; H 0.05; H 0.06; H 0.11; H 0.06; O -0.32; H 0.05; C -0.23; H 0.04; C -0.21; H 0.05; C -0.77; C -0.20; H 0.10; H 0.04; C -0.27; H 0.07; C -0.01; H 0.04; H 0.04; C -0.17; C -0.47; H 0.11; H 0.05; O -0.33; O -0.32; H 0.00; C -0.21; C -0.23; C -0.21; H 0.11; C -0.20; H 0.11; H 0.11; H 0.11; H 0.08; C -0.16; H 0.07; C -0.22; H 0.07; H 0.07; H 0.12; H 0.12; H 0.12; C -0.54; H 0.11; H 0.09; C -0.12; O -0.32; N -0.19; C -0.21; S 0.65; C -0.21; C -0.30; H 0.03; H 0.04; H 0.10; C -0.22; C -0.16; H 0.07; H 0.07; C -0.23; C -0.47; Nb 1.61; H 0.04; H 0.10; H 0.08; H 0.08; H 0.09; H -0.01; C -0.21; O -0.33; P 0.89; H 0.07; H 0.08; O -0.33; H 0.01



# 3
Molecular formula: C34H71ClF3N23O14P
Method: DFT, ωB97M-V with the def2-TZVPD basis set

Element x y z (Å)
H  6.3216  6.8125  4.4449
C  -4.2595  -0.5956  -0.3594
H  -3.1720  -3.2280  2.8164
H  -0.2997  0.3189  4.2881
H  -6.9711  0.8334  0.3744
N  5.1225  4.7597  2.3009
H  6.7948  -0.6443  10.2664
H  -4.5239  -2.5694  7.9702
H  2.5635  1.5218  -1.0536
C  -2.6705  -5.5486  -8.8278
H  3.3461  3.0188  4.3960
H  -1.7056  -0.8469  4.3674
H  -6.4384  2.0105  -0.9519
N  5.8515  -2.3853  7.7465
H  -4.3485  -0.6984  4.4109
F  -1.0284  1.5953  -4.5526
H  -4.2184  -6.5516  -7.9830
N  -4.4048  -0.6434  5.4133
C  2.2123  1.8188  -2.0744
N  -3.4882  -7.5324  6.9295
H  4.8957  4.7016  1.3202
H  0.4228  -0.5592  2.2381
H  -5.8202  2.2201  -7.6312
C  -1.8020  -0.8123  -0.0394
H  -4.5440  -0.8364  7.9277
C  -2.6522  -0.1608  -2.2324
C  -2.6546  -2.9932  1.8476
H  -6.5876  0.2692  -1.3492
H  6.5895  -0.5815  -6.3989
H  4.7862  3.2663  -3.1962
N  -3.0736  -5.4850  5.9744
C  -1.3002  -0.1109  -2.8335
F  0.1594  -0.2108  -4.8167
N  -1.4113  4.3950  -5.7648
H  -4.0001  -8.0953  7.5862
C  -3.7933  -6.2048  6.8784
H  6.5980  -2.2001  7.1025
N  5.8991  0.7013  -3.5427
C  5.4441  4.4425  -1.6826
H  -7.1176  4.5513  -3.9603
F  -1.9834  -0.3180  -5.2246
H  -2.7914  -7.9676  6.3547
H  -4.3620  -1.3096  0.4888
H  6.0893  1.1615  6.6897
H  1.6232  -4.8997  -4.1442
C  -1.0347  0.2432  -4.3124
H  -0.6439  3.7726  -2.9447
C  -0.3515  -1.2438  2.6776
H  -4.4402  0.2579  5.8523
C  -4.4274  -1.8225  6.0922
H  -1.9392  3.8446  -5.1101
N  5.5107  3.9077  -2.9331
H  -7.3523  3.9744  -6.4853
H  4.9556  3.9636  2.8884
H  3.3600  -2.2627  6.1602
H  5.7775  5.1879  4.7030
O  -4.3805  -2.9061  5.5242
H  -4.9079  -1.0264  -1.1746
C  -5.7282  2.4695  -6.5514
H  5.4007  0.3348  5.3328
H  7.1882  5.5425  -2.0017
C  4.7423  2.2880  5.6808
N  6.4442  5.3026  -1.3730
C  -3.8481  0.2402  -3.1813
O  5.8431  6.8859  2.0096
N  6.0401  -0.3049  -5.6038
C  -5.4265  3.1352  -3.6826
O  -4.6465  -5.7001  7.5901
C  1.3382  -0.3540  -2.2608
C  6.6880  0.3474  -4.5982
O  -2.5617  6.2427  -5.1400
N  -4.5045  -1.7120  7.4401
H  2.9393  -2.3349  7.8401
C  1.6534  -3.3035  6.4946
C  -6.5727  3.4485  -5.8788
N  5.4648  1.1578  5.9017
H  4.9157  0.5062  -3.4894
C  -4.7925  0.8717  -0.0759
H  0.0479  -2.2973  2.7567
H  1.0074  -3.4851  8.4741
N  2.7367  -2.5752  6.8831
P  -2.0020  -1.2380  1.7977
H  -5.2929  3.3697  -2.5952
H  5.1022  -2.9935  7.4630
H  6.3435  1.1850  -2.7813
N  -0.9642  6.4293  -6.7338
H  6.2364  4.1187  -3.5934
H  -2.3673  -5.8795  5.3816
O  4.5463  4.1673  -0.8931
H  -3.2753  -4.4967  5.9099
O  2.0111  -1.2632  -1.8532
C  0.4542  3.5723  -2.8175
O  -2.9199  -5.8564  -9.9784
H  2.9908  2.4646  -2.5521
N  -3.4282  -5.9666  -7.7747
H  -4.2142  1.5610  -0.7426
H  -1.0121  -2.6293  -4.7552
C  -1.7038  5.7260  -5.8333
C  5.7814  -1.8625  9.0028
H  0.0293  -4.2404  7.2612
H  1.2033  -3.2246  -4.2629
H  5.0607  -0.5192  -5.5904
H  1.1242  4.1380  -3.5183
H  -2.1839  -3.8726  -4.9817
N  -1.6109  -4.7591  -8.4919
O  -0.6459  -5.7829  -4.6181
O  -3.5233  1.5984  -3.5614
O  7.8783  0.5963  -4.6373
H  -1.3885  -4.4927  -7.5501
N  6.8150  -1.0478  9.3454
H  -4.8371  0.2986  -2.6677
O  4.8257  3.2791  6.3832
H  -1.8602  -3.7629  1.6230
O  1.4297  -3.5778  5.3224
N  -1.2365  -3.6025  -4.7821
O  1.9583  0.6760  -2.9454
H  -1.0271  -4.4321  -9.2415
H  7.5834  -0.8339  8.7373
H  3.8334  1.4007  4.0188
H  -0.7100  3.9462  -6.3243
C  -4.5450  2.1613  -4.3577
N  -2.8567  -0.5213  -0.9018
H  -3.9554  -0.4468  -4.0577
H  -0.0939  -1.4354  4.9208
H  -0.2541  6.0222  -7.3132
H  -3.4252  -3.1240  1.0321
C  -6.3179  0.9749  -0.5210
C  -0.3371  -4.6076  -4.5712
C  -0.1863  -0.4065  -1.9084
H  -1.1523  7.4138  -6.8115
N  5.9330  5.9610  4.0789
N  0.8406  -3.7002  7.5079
C  5.6462  5.9323  2.7493
H  6.4265  5.7202  -0.4537
Cl  -4.5264  1.3827  1.6504
N  0.9302  -4.1889  -4.3052
C  -4.6621  1.8003  -5.7657
H  0.4468  -1.0211  0.1606
H  -3.2382  -5.7265  -6.8199
C  -6.4705  3.7913  -4.4609
C  0.9052  2.6734  -1.8996
N  3.9105  2.2120  4.6035
H  0.3122  2.5221  -0.9592
C  -0.5927  -0.7557  4.1824
C  -0.4191  -0.7791  -0.5034
O  4.8571  -2.1094  9.7599
H  -3.9719  1.0562  -6.2233

Output
LUMO level = -4.96 eV
Spin multiplicity = 1
HOMO energy = -11.14 eV
Total charge = +1

Atomic partial charges in e from the Löwdin method, atoms 1 to 99: H 0.11; C -0.15; H 0.05; H 0.08; H 0.08; N 0.16; H 0.11; H 0.11; H 0.14; C -0.70; H 0.10; H 0.03; H 0.08; N 0.15; H 0.08; F 0.11; H 0.11; N 0.16; C -0.14; N 0.14; H 0.06; H 0.07; H 0.11; C -0.24; H 0.10; C 0.01; C -0.25; H 0.08; H 0.11; H 0.06; N 0.15; C 0.07; F 0.13; N 0.15; H 0.10; C -0.70; H 0.09; N 0.15; C -0.67; H 0.11; F 0.06; H 0.09; H 0.10; H 0.10; H 0.11; C -0.42; H 0.07; C -0.40; H 0.10; C -0.67; H 0.07; N 0.16; H 0.11; H 0.06; H 0.09; H 0.08; O 0.00; H 0.13; C -0.04; H 0.09; H 0.10; C -0.70; N 0.18; C -0.09; O 0.01; N 0.15; C 0.00; O 0.02; C -0.42; C -0.70; O 0.03; N 0.17; H 0.09; C -0.69; C -0.07; N 0.15; H 0.08; C -0.67; H 0.09; H 0.10; N 0.15; P 0.97; H 0.11; H 0.08; H 0.10; N 0.15; H 0.11; H 0.09; O 0.00; H 0.05; O 0.16; C 0.02; O 0.03; H 0.10; N 0.15; H 0.10; H 0.06; C -0.69; C -0.69



Number 1: orbital gap 7.286 eV. Number 2: orbital gap 6.525 eV. Number 3: orbital gap 6.178 eV.